ORCA calculation (ωB97M-V/def2-TZVPD) on a structure of composition C4H3Li2O2Rh.

The multiplicity is 5. The largest force on an atom comes out at 3.34 eV Å⁻¹. The net charge is +2. As for the frontier orbital gap (alpha / beta): 8.90 / 7.82 eV. As for the HOMO energy (alpha / beta): -16.94 / -18.36 eV. The calculation puts the total energy at -11687.75874 eV.

```
12
C4H3Li2O2Rh, DFT ωB97M-V/def2-TZVPD
O -0.763 -0.715 1.197
H 1.238 1.928 0.966
C 0.257 1.443 0.933
H -2.833 3.032 1.178
Li -1.112 0.436 2.768
C -2.010 2.400 0.816
C 0.263 0.074 0.792
Rh -1.699 0.196 -0.342
C -0.891 2.170 1.529
O -2.248 2.005 -0.498
Li -2.116 3.216 -1.670
H 1.251 0.041 0.166
```

ORCA calculation (ωB97M-V/def2-TZVPD) on the ion C34H35N2 with charge +1.

The largest force on an atom comes out at 4.69 eV Å⁻¹. The net charge is +1. As for the frontier orbital gap: 6.26 eV. As for the HOMO energy: -10.15 eV. The calculation puts the total energy at -38798.42251 eV. As for the energy above the lowest of the compared OMol25 structures with the same formula, charge and spin: 43.4 kcal/mol.

```
71
C34H35N2, DFT ωB97M-V/def2-TZVPD
H 0.602 1.981 -2.815
C 1.673 -1.771 1.019
H 4.325 3.519 0.155
H 4.407 3.981 -2.323
C 2.140 2.100 1.384
C 2.370 -0.876 -1.199
H -2.719 -0.027 -3.116
H 5.131 -1.438 0.893
H -4.066 -3.351 -0.483
C 1.504 1.865 -0.839
H 3.204 -1.845 2.506
C -2.676 -2.026 0.498
C 1.358 -0.765 0.008
H 4.534 -0.676 -1.392
C -1.882 1.667 0.271
H 2.532 3.239 -3.772
H 2.485 2.724 4.689
C 2.715 2.571 2.546
H -4.593 3.391 -2.340
C -3.068 -3.248 -0.063
C 3.090 -2.032 1.426
H -5.196 -0.742 -1.991
H 1.725 -3.302 3.302
H 2.034 -4.464 1.962
C -0.466 -2.942 0.933
C 3.550 3.156 -0.523
H -2.493 -5.296 -0.497
H -6.230 0.258 -3.068
H -6.463 0.324 -1.304
C 2.068 2.356 3.757
C 2.499 2.399 -0.013
C 3.808 -1.281 -0.830
H 0.311 -0.944 -0.415
C 0.628 0.918 -0.008
H -1.018 -0.920 1.398
H 2.405 0.080 -1.767
C -5.698 0.230 -2.104
C -0.830 1.027 -0.448
C 0.942 1.358 1.391
H -0.370 0.026 -2.314
H -3.378 -1.188 0.568
H -0.230 -5.062 0.543
C 1.286 -3.757 2.384
H 0.292 1.562 4.704
H 3.965 -0.101 0.981
C -0.908 -4.198 0.497
H 4.006 -2.324 -1.148
H 3.659 3.129 2.494
N 0.847 -2.768 1.417
C -2.189 -4.340 -0.068
C 2.518 3.010 -2.702
C -3.494 1.153 -1.486
N -4.755 1.315 -2.042
H -5.997 2.588 -3.112
C -1.364 -1.882 0.986
C 0.819 1.709 3.763
H -0.739 0.728 2.611
C -2.483 0.463 -2.183
C 3.578 3.419 -1.892
H -1.689 2.110 1.253
C 4.088 -1.142 0.669
H 3.442 -3.085 1.301
H -3.973 2.231 0.315
C -1.162 0.484 -1.711
H -6.001 2.883 -1.352
H 2.014 -1.639 -1.948
C -3.173 1.740 -0.255
H 0.439 -4.363 2.717
C -5.362 2.616 -2.213
C 1.438 2.268 -2.184
C 0.234 1.219 2.581
```

ORCA calculation (ωB97M-V/def2-TZVPD) on an isolated molecule of C4H10N2O.

The largest force on an atom comes out at 3.55 eV Å⁻¹. As for the frontier orbital gap: 9.00 eV. As for the HOMO energy: -8.14 eV. The calculation puts the total energy at -9335.51523 eV. As for the energy above the lowest of the compared OMol25 structures with the same formula, charge and spin: 80.1 kcal/mol.

```
17
C4H10N2O, DFT ωB97M-V/def2-TZVPD
H 0.915 -2.210 1.205
H 1.976 1.259 -1.695
H -0.260 0.770 -0.799
H 3.068 0.868 -0.365
C 2.018 0.953 -0.648
C 0.247 -0.658 0.316
H -1.243 0.346 2.111
N -1.874 -0.523 -0.853
H -2.630 0.086 -1.143
N -1.533 0.725 1.219
C -0.952 0.156 0.036
H -2.255 -1.343 -0.390
H 2.008 -1.208 -0.642
H 1.554 1.739 -0.053
C 1.318 -0.376 -0.479
H -2.429 1.170 1.069
O 0.070 -1.754 1.113
```

ORCA calculation (ωB97M-V/def2-TZVPD) on a structure of composition C3H2LiO4.

The largest force on an atom comes out at 1.35 eV Å⁻¹. The net charge is +1. As for the frontier orbital gap: 8.77 eV. As for the HOMO energy: -13.73 eV. The calculation puts the total energy at -11531.57323 eV. As for the energy above the lowest of the compared OMol25 structures with the same formula, charge and spin: 0.0 kcal/mol.

```
10
C3H2LiO4, DFT ωB97M-V/def2-TZVPD
Li 2.280 1.982 -0.083
O 0.781 0.866 -0.122
C 0.077 0.223 -2.278
O -1.425 -0.034 2.988
H 0.051 0.826 0.528
C -1.456 -1.072 2.462
O -0.402 0.466 -3.305
O -1.592 -2.073 1.900
H 1.040 -1.095 -0.969
C 0.646 -0.089 -1.120
```

ORCA calculation (ωB97M-V/def2-TZVPD) on a structure of composition C8H21ClHfIO2P2.

The largest force on an atom comes out at 9.63 eV Å⁻¹. The net charge is +3. As for the frontier orbital gap: 7.08 eV. As for the HOMO energy: -20.32 eV. The calculation puts the total energy at -53212.96016 eV.

```
36
C8H21ClHfIO2P2, DFT ωB97M-V/def2-TZVPD
H 1.669 0.691 -3.262
H 0.581 -1.645 4.043
C 1.237 1.633 -2.858
P -0.234 1.236 -1.840
O 2.712 -0.588 -0.678
Cl -2.821 -0.716 0.204
H -0.216 3.478 -0.885
H -2.062 0.231 3.538
C 1.591 1.064 3.742
P 0.207 0.341 2.954
H -1.402 1.492 -3.919
H 0.302 -4.603 -4.015
H -0.983 0.186 4.984
H -1.131 -4.999 -2.998
Hf -0.493 -0.350 -0.008
C -1.165 0.656 4.002
H 1.381 2.131 3.871
H 2.476 0.905 3.120
H 1.354 -1.681 2.429
H 1.756 0.613 4.733
H -1.007 -0.264 -3.603
O -0.024 0.906 1.526
C 0.448 -1.403 2.966
H 0.512 -5.566 -2.515
I 0.186 -2.852 -1.824
C -0.913 2.914 -1.535
C 1.561 -0.715 -0.528
C -1.384 0.677 -3.164
H 0.903 2.311 -3.691
H -1.249 1.744 4.123
H 1.997 2.139 -2.221
H -2.389 0.504 -2.737
C -0.061 -4.762 -2.995
H -0.420 -1.960 2.597
H -1.018 3.412 -2.526
H -1.898 2.838 -1.032
```

ORCA calculation (ωB97M-V/def2-TZVPD) on a structure of composition C5H7NO.

The largest force on an atom comes out at 6.08 eV Å⁻¹. As for the frontier orbital gap: 10.49 eV. As for the HOMO energy: -9.45 eV. The calculation puts the total energy at -8831.41676 eV. As for the energy above the lowest of the compared OMol25 structures with the same formula, charge and spin: 110.4 kcal/mol.

```
14
C5H7NO, DFT ωB97M-V/def2-TZVPD
H 0.982 -2.731 1.449
C -0.035 0.186 0.043
O 0.733 -0.320 -0.968
H -1.733 2.642 -0.908
N -0.719 1.243 0.248
H -1.277 -0.397 1.272
C 0.442 -1.639 -0.366
C -0.703 2.378 -0.641
H 0.113 -2.397 -1.062
C -0.200 -1.047 0.836
C 1.069 -1.758 0.974
H -0.253 3.234 -0.125
H 1.993 -1.221 1.172
H -0.144 2.172 -1.563
```